--- P ---
Formula: C3H9N2O2
Source: OMol25
Level of theory: wB97M-V/def2-TZVPD

The value obtained for the highest occupied orbital energy is -14.80 eV. The calculation puts the lowest unoccupied orbital energy at -0.18547 Eh. Its total charge is +1. The calculation puts the molar mass at 105.1 Da.

```
16
C3H9N2O2 | OMol25 | wB97M-V/def2-TZVPD
C 0.5718 0.0145 -1.0039
C -0.9975 1.7424 0.6382
C -0.7228 0.3788 1.1295
N 1.2497 -1.5329 -2.1815
N 0.1701 -0.3252 0.1239
O -0.1761 0.3165 2.3517
O 1.0030 -2.5604 -1.3656
H 0.2903 0.8372 -1.5525
H -1.8684 2.1377 0.9758
H -1.0531 1.5863 -0.3793
H -0.2387 2.4176 0.8673
H -1.5729 -0.2646 1.3035
H 2.2099 -1.2963 -2.1015
H 0.3613 -1.2857 0.4455
H 0.5623 0.8484 2.4782
H 0.2110 -3.0142 -1.7293
```

--- Q ---
Formula: C3H9N2O2
Source: OMol25
Level of theory: wB97M-V/def2-TZVPD

The value obtained for the highest occupied orbital energy is -13.62 eV. The calculation puts the lowest unoccupied orbital energy at -0.15804 Eh. Its total charge is +1. The calculation puts the molar mass at 105.1 Da.

```
16
C3H9N2O2 | OMol25 | wB97M-V/def2-TZVPD
C 0.4906 -0.1633 -2.1171
C -0.7072 -1.5695 2.5613
C 0.4152 1.1938 -1.5813
N -0.2796 -1.1698 1.2645
N 0.0855 1.4423 -0.3749
O 0.3865 -1.9451 0.6008
O -0.0117 2.6421 0.2196
H 1.4264 -0.2935 -2.6631
H 0.4054 -0.9347 -1.3516
H -0.2988 -0.3063 -2.8594
H -0.6902 -0.6964 3.2174
H -0.1561 -2.4212 2.9688
H -1.7632 -1.8517 2.4488
H -0.1372 0.6699 0.2993
H 0.6417 2.0230 -2.2489
H 0.1927 3.3803 -0.3842
```

Bottom line: Q, by a margin of 0.791 eV.

--- P ---
Formula: C10H9NO2
Source: OMol25
Level of theory: wB97M-V/def2-TZVPD

The value obtained for the highest occupied orbital energy (alpha / beta) is -8.77 / -8.77 eV. The structure (SMILES) is CCC(=O)c1ccccc1C#[N+][O-]. The calculation puts the lowest unoccupied orbital energy (alpha / beta) at -0.00043 / -0.00043 Eh. The calculation puts the molar mass at 175.2 Da.

```
22
C10H9NO2 | OMol25 | wB97M-V/def2-TZVPD
C 2.3103 2.3032 -0.1889
C 1.0992 1.7946 0.7062
C 0.0375 1.1519 -0.1883
O -0.6769 1.7992 -0.9865
C -0.1713 -0.3697 -0.1376
C 0.8127 -1.2846 -0.3478
C 0.5674 -2.6590 -0.3948
C -0.7233 -3.1035 -0.2763
C -1.7528 -2.2219 0.0833
C -1.5433 -0.8312 0.1054
C -2.5331 0.1027 0.4049
N -3.1720 1.0588 0.4089
O -3.7363 2.0538 0.6043
H 2.0252 2.1543 -1.2597
H 3.2033 1.8443 -0.1025
H 2.5236 3.3810 -0.1177
H 0.5220 2.6786 1.0966
H 1.5171 1.1768 1.5319
H 1.8397 -1.0463 -0.6401
H 1.5023 -3.3106 -0.3921
H -0.8956 -4.1022 -0.0852
H -2.7555 -2.5703 0.1758
```

--- Q ---
Formula: C10H9NO2
Source: OMol25
Level of theory: wB97M-V/def2-TZVPD

The value obtained for the highest occupied orbital energy is -7.97 eV. The structure (SMILES) is CC(O)=C=N[C@@H]1C=CC=CC1=C=O. The calculation puts the lowest unoccupied orbital energy at 0.01595 Eh. The calculation puts the molar mass at 175.2 Da.

```
22
C10H9NO2 | OMol25 | wB97M-V/def2-TZVPD
C -2.7202 1.7175 1.2701
C -1.2701 1.3062 1.5773
O -1.2299 1.0330 2.9199
C -0.2156 1.1753 0.7722
N 0.8476 1.3133 0.1756
C 1.4676 0.2637 -0.5174
C 1.2739 0.2489 -1.9371
C 0.9713 -0.8348 -2.6524
C 0.6508 -2.0878 -2.0272
C 0.7511 -2.2224 -0.7076
C 1.1512 -1.0877 0.1232
C 1.0787 -1.0747 1.4290
O 1.2170 -1.0453 2.6007
H -2.7551 2.7422 1.4135
H -3.4706 1.2786 1.9200
H -2.8183 1.7103 0.2234
H -0.4542 0.5449 3.0447
H 2.4927 0.6289 -0.3637
H 1.5595 1.1385 -2.4973
H 0.8872 -0.7807 -3.7721
H 0.1770 -2.8588 -2.7675
H 0.4084 -3.1091 -0.2275
```

Bottom line: P, by a margin of 0.743 eV.

--- P ---
Formula: CHFO2
Source: OMol25
Level of theory: wB97M-V/def2-TZVPD

The value obtained for the highest occupied orbital energy (alpha / beta) is -9.43 / -9.44 eV. The calculation puts the lowest unoccupied orbital energy (alpha / beta) at -0.01115 / -0.01112 Eh. The calculation puts the molar mass at 64.0 Da.

```
5
CHFO2 | OMol25 | wB97M-V/def2-TZVPD
C 0.2475 -0.0666 0.2793
O -0.7759 0.4597 -0.1951
O -0.9396 0.1381 -1.4164
F 0.4209 0.2812 1.5449
H 1.0471 -0.8125 -0.2126
```

--- Q ---
Formula: CHFO2
Source: OMol25
Level of theory: wB97M-V/def2-TZVPD

The value obtained for the highest occupied orbital energy (alpha / beta) is -9.44 / -9.44 eV. The calculation puts the lowest unoccupied orbital energy (alpha / beta) at -0.03765 / -0.03763 Eh. The calculation puts the molar mass at 64.0 Da.

```
5
CHFO2 | OMol25 | wB97M-V/def2-TZVPD
C -0.4155 -0.6735 0.3641
O -1.2142 -0.6867 1.2073
O 0.3721 1.3854 -0.0229
F 1.0909 0.8871 -1.0878
H 0.1667 -0.9122 -0.4607
```

Bottom line: P, by a margin of 0.901 eV.

--- P ---
Formula: C4H6O
Source: OMol25
Level of theory: wB97M-V/def2-TZVPD

The value obtained for the highest occupied orbital energy is -8.94 eV. The calculation puts the lowest unoccupied orbital energy at 0.00730 Eh. The calculation puts the molar mass at 70.1 Da.

```
11
C4H6O | OMol25 | wB97M-V/def2-TZVPD
C 0.9105 0.7537 0.8643
C -0.0573 0.4461 0.0619
C 1.3825 0.3025 -0.4852
C -2.1742 -0.2530 0.1341
O 2.0619 -0.9043 -0.3996
H 1.2056 1.3581 1.7451
H 1.8599 0.8354 -1.2212
H -2.0663 -0.3033 -0.9095
H -2.7594 0.4787 0.7186
H -2.2160 -1.1734 0.5510
H 1.8530 -1.5406 -1.0596
```

--- Q ---
Formula: C4H6O
Source: OMol25
Level of theory: wB97M-V/def2-TZVPD

The value obtained for the highest occupied orbital energy is -8.04 eV. The structure (SMILES) is C1=CCOC=1.[H][H]. The calculation puts the lowest unoccupied orbital energy at -0.01722 Eh. The calculation puts the molar mass at 70.1 Da.

```
11
C4H6O | OMol25 | wB97M-V/def2-TZVPD
C -0.9407 0.8091 0.7190
C -0.0604 -0.2155 0.4447
C 1.1407 0.2107 -0.3573
O 0.9062 1.6143 -0.5181
C -0.2451 1.8605 0.0739
H -0.1910 -1.2363 0.8076
H 2.1000 0.1205 0.1647
H 1.2250 -0.1828 -1.3780
H -0.5153 2.9085 -0.0172
H -1.6084 -3.2124 -0.2584
H -1.8476 -2.7513 0.2627
```

Bottom line: Q, by a margin of 1.403 eV.

--- P ---
Formula: C4H6O
Source: OMol25
Level of theory: wB97M-V/def2-TZVPD

The value obtained for the highest occupied orbital energy is -10.13 eV. The structure (SMILES) is C#CCCO. The calculation puts the lowest unoccupied orbital energy at 0.03659 Eh. The calculation puts the molar mass at 70.1 Da.

```
11
C4H6O | OMol25 | wB97M-V/def2-TZVPD
C 2.1606 0.4093 0.5510
C 1.0586 0.6017 0.1031
C -0.3165 0.7738 -0.3727
C -1.0915 -0.5567 -0.3303
O -0.9025 -1.2603 0.8713
H 3.1424 0.2717 0.9472
H -0.3117 1.1637 -1.3977
H -0.8139 1.5178 0.2594
H -0.8137 -1.1703 -1.2003
H -2.1624 -0.3469 -0.3979
H 0.0506 -1.4038 0.9668
```

--- Q ---
Formula: C4H6O
Source: OMol25
Level of theory: wB97M-V/def2-TZVPD

The value obtained for the highest occupied orbital energy is -10.34 eV. The calculation puts the lowest unoccupied orbital energy at -0.00006 Eh. The calculation puts the molar mass at 70.1 Da.

```
11
C4H6O | OMol25 | wB97M-V/def2-TZVPD
C 0.6709 -0.3699 -1.3707
O 0.2027 -0.9799 -0.1865
C 0.1049 -0.1241 0.9061
C -1.0543 1.6845 0.2983
C -1.2656 0.6370 1.0219
H -0.0447 0.3526 -1.7900
H 0.8328 -1.1759 -2.0881
H 1.6234 0.1527 -1.2015
H 0.1056 -0.7416 1.8035
H 0.9711 0.5517 0.9583
H -2.0726 0.2226 1.6181
```

--- R ---
Formula: C4H6O
Source: OMol25
Level of theory: wB97M-V/def2-TZVPD

The value obtained for the highest occupied orbital energy is -8.99 eV. The structure (SMILES) is C=C/C=C/O. The calculation puts the lowest unoccupied orbital energy at 0.03126 Eh. The calculation puts the molar mass at 70.1 Da.

```
11
C4H6O | OMol25 | wB97M-V/def2-TZVPD
C -1.0234 1.4249 0.6859
C -0.3521 1.1348 -0.4093
C 0.7350 0.1249 -0.3925
C 0.4185 -1.1603 -0.2682
O 1.3169 -2.1799 -0.2147
H -1.8986 2.0620 0.6389
H -0.7064 1.0337 1.6417
H -0.5926 1.5515 -1.3818
H 1.7922 0.3630 -0.2717
H -0.6333 -1.4426 -0.3076
H 0.9438 -2.9119 0.2793
```

--- S ---
Formula: C4H6O
Source: OMol25
Level of theory: wB97M-V/def2-TZVPD

The value obtained for the highest occupied orbital energy is -9.46 eV. The structure (SMILES) is C#CCCO. The calculation puts the lowest unoccupied orbital energy at 0.03721 Eh. The calculation puts the molar mass at 70.1 Da.

```
11
C4H6O | OMol25 | wB97M-V/def2-TZVPD
C -1.6079 -1.0880 -0.0539
C -0.4037 -0.9352 0.1087
C 0.9696 -0.4240 -0.1107
C 0.5657 1.0585 0.0230
O -0.5245 0.9877 0.9512
H -2.3197 -1.7222 -0.5239
H 1.3446 -0.7767 -1.0840
H 1.6841 -0.7108 0.6694
H 0.2653 1.4899 -0.9435
H 1.3849 1.6739 0.4290
H -1.3583 0.4470 0.5348
```

Bottom line: R, by a margin of 0.421 eV.

--- P ---
Formula: C4H6O
Source: OMol25
Level of theory: wB97M-V/def2-TZVPD

The value obtained for the highest occupied orbital energy is -8.65 eV. The calculation puts the lowest unoccupied orbital energy at 0.03696 Eh. The calculation puts the molar mass at 70.1 Da.

```
11
C4H6O | OMol25 | wB97M-V/def2-TZVPD
C -1.1422 -0.4696 0.2857
C 0.3248 0.4777 0.9225
C 1.4185 -0.0710 -0.0185
O 0.7710 0.5023 -1.2076
C -0.1992 0.8955 -0.3179
H -2.0741 -0.0323 0.6387
H -1.2531 -0.9516 -0.6914
H -0.8230 -1.2303 0.9962
H 1.5448 -1.1519 -0.1206
H 2.3826 0.4156 0.1557
H -0.9501 1.6157 -0.6430
```

--- Q ---
Formula: C4H6O
Source: OMol25
Level of theory: wB97M-V/def2-TZVPD

The value obtained for the highest occupied orbital energy is -8.98 eV. The calculation puts the lowest unoccupied orbital energy at 0.02079 Eh. The calculation puts the molar mass at 70.1 Da.

```
11
C4H6O | OMol25 | wB97M-V/def2-TZVPD
C -1.2053 -0.4412 0.1642
C 0.4474 0.5356 0.9859
C 1.4527 -0.0475 -0.0027
O 0.7269 0.3873 -1.1762
C -0.2852 0.7797 -0.2580
H -2.1130 -0.0497 0.6231
H -1.3829 -0.9842 -0.7663
H -0.7653 -1.1444 0.8890
H 1.6234 -1.1299 0.0023
H 2.4108 0.4758 0.1128
H -0.9095 1.6184 -0.5742
```

--- R ---
Formula: C4H6O
Source: OMol25
Level of theory: wB97M-V/def2-TZVPD

The value obtained for the highest occupied orbital energy is -10.16 eV. The structure (SMILES) is C#CCCO. The calculation puts the lowest unoccupied orbital energy at 0.03493 Eh. The calculation puts the molar mass at 70.1 Da.

```
11
C4H6O | OMol25 | wB97M-V/def2-TZVPD
C 2.3175 0.3581 0.3405
C 1.1445 0.4181 0.0729
C -0.2452 0.6705 -0.3283
C -1.1734 -0.5432 -0.2849
O -1.1845 -1.1403 0.9887
H 3.3708 0.3831 0.5085
H -0.2146 1.0802 -1.3435
H -0.6543 1.4390 0.3363
H -0.9079 -1.2636 -1.0743
H -2.1936 -0.1971 -0.4838
H -0.2592 -1.2048 1.2679
```

--- S ---
Formula: C4H6O
Source: OMol25
Level of theory: wB97M-V/def2-TZVPD

The value obtained for the highest occupied orbital energy is -8.06 eV. The calculation puts the lowest unoccupied orbital energy at -0.08197 Eh. The calculation puts the molar mass at 70.1 Da.

```
11
C4H6O | OMol25 | wB97M-V/def2-TZVPD
C -0.9130 0.6142 -1.0300
C -1.1214 -0.0431 0.1091
O -2.2284 -0.2043 0.7037
C 0.1548 -0.7916 0.5695
C 1.5361 -0.0523 0.3331
H 0.0324 0.7090 -1.6677
H -1.7239 1.3157 -1.3727
H 2.2523 -0.4933 0.9368
H -0.1643 -1.3263 1.4863
H 1.4104 1.0154 0.4239
H 0.7650 -0.7434 -0.4920
```

Bottom line: R, by a margin of 2.791 eV.